Here is a gas-phase ion, C3H8NO2 (charge +1) from the Open Molecules 2025 dataset. Energies are from wB97M-V/def2-TZVPD.

```
14
Properties=species:S:1:pos:R:3:nbo_charge:R:1
O -0.134 -1.711 -0.227 -0.621
O 2.085 -0.022 0.339 -0.677
N 0.285 0.594 -1.048 -0.609
C 0.871 0.438 0.283 0.229
C -1.680 -0.083 0.380 -0.641
C -0.283 -0.440 -0.024 0.433
H 0.982 0.401 -1.811 0.461
H -2.488 -0.338 -0.329 0.265
H -0.349 1.317 -1.163 0.430
H 0.721 -2.024 0.002 0.507
H 0.720 1.307 0.919 0.204
H -1.782 -0.822 1.233 0.275
H -1.634 0.947 0.505 0.210
H 2.687 0.435 0.941 0.535
```

**Frontier orbital gap**: 12.33 eV
**ΔE to the lowest compared entry with this formula, charge and spin**: 249.92 kJ/mol
**HOMO**: -15.75 eV
**Total charge**: +1
**2S+1**: 1

---

Here is C4H6O2 in the gas phase from the Open Molecules 2025 dataset. Energies are from wB97M-V/def2-TZVPD.

```
12
Properties=species:S:1:pos:R:3:nbo_charge:R:1
O 1.407 -1.171 -1.319 -0.535
O -0.288 1.750 -0.169 -0.689
C 1.154 -0.015 -1.056 0.421
C 0.022 0.391 -0.173 0.096
C -0.127 -0.463 1.066 -0.415
C -1.093 -0.610 -0.064 -0.404
H 1.773 0.818 -1.444 0.123
H -2.084 -0.197 0.088 0.231
H 0.105 2.161 0.610 0.476
H 0.642 -1.216 1.214 0.234
H -0.490 0.026 1.966 0.222
H -1.020 -1.474 -0.718 0.239
```

**Frontier orbital gap**: 10.58 eV
**ΔE to the lowest compared entry with this formula, charge and spin**: 154.46 kJ/mol
**HOMO**: -9.82 eV
**2S+1**: 1

---

Here is 2 unconnected molecules or ions with the total composition CH3N5O6 from the Open Molecules 2025 dataset. Energies are from wB97M-V/def2-TZVPD.

```
15
Properties=species:S:1:pos:R:3:nbo_charge:R:1
O 0.694 0.360 -2.378 -0.380
O 2.745 1.343 0.317 -0.303
O 1.466 -0.394 1.956 -0.355
O -0.599 -1.079 -1.400 -0.467
O 0.899 2.265 -0.310 -0.379
O 0.239 -1.831 0.932 -0.467
N -1.463 0.411 0.822 -0.214
N 0.340 -0.253 -1.393 0.469
N 0.888 -0.793 0.977 0.510
N 1.609 1.321 -0.053 0.527
N -1.928 -0.590 0.256 -0.269
C 0.940 0.017 -0.188 0.076
H -1.531 -1.498 0.591 0.464
H -1.743 1.317 0.432 0.373
H -2.557 -0.597 -0.559 0.416
```

**Frontier orbital gap (spin up / spin down)**: 7.78 / 7.78 eV
**ΔE to the lowest compared entry with this formula, charge and spin**: 0.00 kJ/mol
**HOMO (spin up / spin down)**: -9.83 / -9.83 eV
**2S+1**: 1

---

Here is a molecular structure, CsH2O from the Open Molecules 2025 dataset. Energies are from wB97M-V/def2-TZVPD.

```
4
Properties=species:S:1:pos:R:3:lowdin_charge:R:1
Cs -1.588 0.859 -0.103 1.056
O 1.455 0.026 0.070 -0.394
H -0.425 -2.219 0.280 0.307
H 0.558 1.333 -0.246 0.031
```

**Frontier orbital gap**: 5.60 eV
**ΔE to the lowest compared entry with this formula, charge and spin**: 1181.56 kJ/mol
**HOMO**: -14.71 eV
**Total charge**: +1
**2S+1**: 1

---

Here is 2 unconnected molecules or ions with the total composition C41H45BN2O6 from the Open Molecules 2025 dataset. Energies are from wB97M-V/def2-TZVPD.

```
95
Properties=species:S:1:pos:R:3:lowdin_charge:R:1
O -3.427 -2.311 3.175 0.017
O 2.509 0.109 4.610 0.053
O -1.932 8.787 0.680 -0.142
O 3.308 -1.554 1.739 0.051
O -3.260 0.829 2.864 0.046
O 0.126 -2.120 -6.622 -0.148
N 0.260 -1.440 -3.845 -0.079
N -1.389 6.059 0.618 -0.083
C -2.844 -2.165 5.288 -0.025
C 3.205 0.164 6.867 -0.023
C 1.172 1.449 5.853 -0.013
C -0.359 4.089 1.717 0.004
C -2.189 -1.116 4.546 0.024
C -2.449 -1.266 3.147 -0.097
C -4.576 2.792 2.594 0.004
C -3.608 -2.889 4.420 -0.296
C -0.819 -1.680 -0.217 -0.049
C -0.550 8.417 0.621 -0.178
C -0.772 -0.343 0.280 -0.179
C 0.863 -0.542 -4.865 -0.121
C -2.112 2.410 0.417 -0.078
C 0.141 -3.226 -5.728 -0.184
C -4.540 -4.014 4.657 -0.021
C 0.203 0.226 -1.970 -0.016
C -2.677 -0.269 2.084 -0.402
C -1.313 1.797 1.417 -0.164
C -2.692 8.054 -0.275 -0.180
C -0.343 2.692 1.913 -0.054
C -0.042 -2.828 -4.249 -0.141
C 1.175 -1.945 2.479 0.012
C 0.759 1.531 4.495 -0.031
C 2.136 -0.980 2.194 -0.209
C -4.222 1.447 2.142 -0.266
C -2.454 6.541 -0.240 -0.151
C -4.485 0.684 0.985 -0.020
C 1.694 0.815 3.726 -0.169
C -1.313 4.688 0.847 -0.211
C 1.125 -1.172 -6.256 -0.185
C -0.531 -1.999 -1.551 -0.030
C -0.032 -1.066 -2.523 -0.204
C -0.153 0.538 -0.656 -0.048
C 4.459 -3.577 1.692 -0.029
C -1.399 0.215 1.547 0.008
C 1.877 -3.201 2.353 0.013
C -0.332 6.968 1.083 -0.134
C 2.239 0.549 5.872 -0.328
C -3.714 -0.456 1.024 0.094
C -2.193 3.784 0.193 -0.020
C 3.187 -2.907 1.921 -0.300
B 2.192 0.484 2.383 -0.123
H -0.700 -3.846 -6.064 0.125
H 1.050 -0.430 -7.064 0.127
H 0.192 0.311 -5.045 0.118
H 0.633 1.024 -2.581 0.099
H -5.501 -3.848 4.167 0.084
H -5.044 3.400 1.811 0.093
H 2.761 -0.317 7.747 0.088
H -0.151 8.538 -0.410 0.128
H 1.429 -4.154 2.594 0.098
H -2.575 1.732 -0.291 0.121
H -5.128 1.016 0.177 0.123
H 4.465 -4.663 1.843 0.087
H -0.070 9.131 1.308 0.129
H -3.726 -1.309 0.349 0.137
H -2.458 8.432 -1.289 0.121
H -1.099 -3.027 -4.010 0.117
H 4.808 -3.373 0.670 0.091
H 2.849 1.017 1.578 0.099
H -2.908 4.135 -0.546 0.094
H -3.400 6.087 0.078 0.114
H 0.587 -3.526 -3.672 0.121
H 5.214 -3.136 2.360 0.093
H -4.767 -4.157 5.723 0.088
H 3.945 -0.495 6.394 0.097
H 0.130 -1.771 2.739 0.097
H 0.744 1.955 6.711 0.108
H -0.135 2.081 4.176 0.103
H -0.285 6.975 2.188 0.124
H -3.738 8.287 -0.031 0.125
H -1.093 -2.477 0.473 0.108
H 0.031 1.571 -0.346 0.107
H -3.667 3.326 2.927 0.104
H 2.127 -1.648 -6.293 0.123
H 0.513 2.239 2.397 0.059
H 0.653 6.645 0.702 0.126
H -4.146 -4.984 4.334 0.084
H -2.785 -2.319 6.360 0.109
H 0.417 4.682 2.210 0.102
H -1.590 -0.362 5.034 0.101
H 1.087 -3.790 -5.851 0.120
H -5.298 2.746 3.424 0.098
H -2.258 6.230 -1.278 0.124
H 3.663 1.100 7.207 0.092
H -0.720 -3.020 -1.856 0.081
H 1.830 -0.150 -4.525 0.118
```

**Frontier orbital gap**: 4.95 eV
**ΔE to the lowest compared entry with this formula, charge and spin**: 387.69 kJ/mol
**HOMO**: -5.65 eV
**2S+1**: 1

---

Here is C2HCl2FS in the gas phase from the Open Molecules 2025 dataset. Energies are from wB97M-V/def2-TZVPD.

```
7
Properties=species:S:1:pos:R:3:nbo_charge:R:1
Cl 1.596 1.120 0.657 -0.002
Cl 0.201 0.535 -1.921 0.082
S -2.168 -0.127 -0.149 0.157
F 1.046 -1.152 -0.376 -0.324
C -0.687 -0.136 0.520 -0.341
C 0.503 0.087 -0.314 0.192
H -0.490 -0.327 1.584 0.235
```

**Frontier orbital gap**: 8.37 eV
**ΔE to the lowest compared entry with this formula, charge and spin**: 60.90 kJ/mol
**HOMO**: -9.48 eV
**2S+1**: 1